Run 1
Molecular formula: C2H5O3P
Method: DFT, ωB97M-V/def2-TZVPD

Last column: natural (NBO) charge in e.
Atoms and positions in Å:
1 C -0.141 -0.159 -0.018  0.872
2 C -0.805 2.066 0.204  -0.304
3 O 0.980 -0.251 -0.355  -0.559
4 O -1.002 0.620 0.417  -0.473
5 O -0.203 -2.501 0.430  -1.024
6 P 1.189 -2.617 -0.034  1.031
7 H -1.653 2.441 -0.476  0.213
8 H 0.216 2.287 -0.214  0.216
9 H -0.977 2.485 1.231  0.214
10 H 1.074 -3.818 -1.026  -0.091
11 H 1.913 -3.226 0.992  -0.096

## Properties
lowest unoccupied orbital energy (alpha / beta)	-0.77 / 0.18	eV
E_HOMO (alpha / beta)	-7.704 / -8.000	eV
HOMO-LUMO gap (alpha / beta)	6.94 / 8.18	eV

---

Run 2
Molecular formula: C2H5O3P
Method: DFT, ωB97M-V/def2-TZVPD

Last column: natural (NBO) charge in e.
Atoms and positions in Å:
1 C 1.623 1.875 0.306  0.159
2 C -1.435 -0.611 0.536  -0.239
3 O 1.300 -0.476 -1.747  -1.025
4 O 0.828 0.881 0.541  -0.819
5 O -0.225 -1.266 0.583  -0.811
6 P 1.254 -0.634 0.323  1.640
7 H 0.982 -1.285 -2.152  0.464
8 H 0.928 2.828 0.141  0.076
9 H -1.287 0.210 -0.033  0.184
10 H -1.907 -0.292 1.503  0.183
11 H -2.062 -1.231 -0.002  0.188

## Properties
lowest unoccupied orbital energy	-0.19	eV
E_HOMO	-9.031	eV
HOMO-LUMO gap	8.84	eV

---

Energy comparison, zero being the most stable, in kJ/mol: run 1 61.3; run 2 0.0.